A cluster of 3 separate species, C12H30NO8PSi in total, computed with ωB97M-V with the def2-TZVPD basis set.

Computed properties:
* SMILES string: CCOCC[Si@@H](O)[PH2]=N.CCOC(=O)OC.CCOC(=O)OC
* Kohn-Sham gap: 8.6 eV

```
53
Properties=species:S:1:pos:R:3:forces:R:3
C -2.902 -0.023 1.801 -0.762 0.155 0.555
C -3.129 -0.060 0.177 0.494 -1.453 0.196
O -2.905 1.221 -0.512 -1.658 -0.255 1.891
C -3.815 2.279 -0.046 -0.408 1.531 -0.973
C -5.402 2.026 -0.370 -0.539 0.409 -0.637
Si -6.343 1.623 1.307 0.243 1.953 -0.966
O -7.521 2.848 1.753 2.712 -0.901 1.359
P -7.192 -0.407 1.017 -2.079 -0.690 -0.817
N -8.716 -0.390 0.459 1.121 1.202 0.524
H -2.158 -0.853 2.170 -1.416 1.687 -0.886
H -2.529 1.030 2.180 -0.609 -2.192 -0.906
H -3.943 -0.217 2.343 2.301 0.364 -1.063
H -2.334 -0.834 -0.254 -1.744 1.902 0.668
H -4.196 -0.531 -0.077 2.182 1.247 0.503
H -3.730 2.545 1.090 0.235 -0.769 -2.014
H -3.508 3.263 -0.644 -0.398 -2.333 1.279
H -5.598 1.190 -1.185 0.618 1.703 1.638
H -5.895 3.021 -0.802 1.202 -2.063 0.862
H -5.259 1.537 2.320 -0.367 0.206 0.211
H -7.109 3.298 2.572 -1.213 -0.895 -1.837
H -6.346 -1.050 0.024 0.002 0.158 1.100
H -7.004 -1.119 2.263 0.230 0.039 -0.763
H -8.967 0.622 0.400 -0.129 -1.064 0.071
C 2.850 -4.577 -0.236 0.044 0.219 -0.278
C 1.885 -4.193 0.873 0.096 -0.728 -0.214
O 1.867 -2.775 1.074 -0.618 0.804 -0.452
C 1.184 -2.058 0.148 -0.023 -0.252 -0.476
O 0.590 -2.511 -0.818 0.718 0.653 1.419
O 1.300 -0.742 0.462 -0.235 -1.299 0.003
C 0.717 0.132 -0.500 -0.307 0.526 -0.464
H 3.846 -4.170 -0.037 -0.099 -0.151 0.117
H 2.921 -5.664 -0.329 -0.006 0.109 0.074
H 2.529 -4.172 -1.201 -0.082 -0.115 0.162
H 2.219 -4.642 1.814 -0.075 0.412 -0.046
H 0.873 -4.568 0.678 0.161 0.251 -0.083
H -0.328 -0.129 -0.695 0.315 -0.011 -0.037
H 1.300 0.107 -1.425 -0.197 -0.073 0.087
H 0.748 1.149 -0.099 0.125 -0.319 0.141
C 7.507 1.377 -3.067 -0.084 -0.335 0.057
C 7.065 2.482 -2.123 0.622 0.011 -0.316
O 5.780 2.195 -1.557 -0.227 -0.512 0.892
C 5.767 1.264 -0.572 0.323 -0.348 -0.031
O 6.737 0.668 -0.131 -1.328 0.889 -0.546
O 4.480 1.084 -0.178 1.079 0.420 -0.465
C 4.312 0.045 0.782 -0.208 -0.372 0.624
H 6.744 1.195 -3.831 0.115 0.179 0.029
H 8.447 1.640 -3.558 -0.114 0.033 0.042
H 7.652 0.432 -2.534 0.059 0.209 0.017
H 6.962 3.417 -2.685 -0.304 -0.162 0.233
H 7.804 2.661 -1.333 -0.230 -0.197 -0.043
H 4.965 0.193 1.648 0.046 -0.077 -0.295
H 4.504 -0.926 0.315 0.097 0.118 0.152
H 3.275 0.064 1.126 0.321 0.175 -0.297
```
Positions in Å, forces in eV/Å.